{
  "formula": "C15H16N2O3S",
  "method": "ωB97M-V/def2-TZVPD",
  "elements": ["C", "C", "C", "C", "N", "C", "O", "C", "C", "C", "C", "C", "C", "C", "C", "O", "C", "O", "N", "C", "S", "H", "H", "H", "H", "H", "H", "H", "H", "H", "H", "H", "H", "H", "H", "H", "H"],
  "xyz": [[-2.0037, 5.1837, 1.8138], [-0.4922, 5.1196, 1.3886], [0.1003, 3.7790, 0.8294], [-0.1328, 2.7517, 1.8539], [0.3461, 1.6199, 1.1921], [-0.3570, 0.6269, 0.6513], [-1.7279, 1.0159, 0.5080], [0.3724, -0.5272, 0.2347], [-0.6197, -1.2134, -0.5129], [-0.8697, -2.5307, -1.3260], [0.3911, -3.4536, -1.3689], [0.2285, -4.5768, -2.2227], [-0.9391, -5.2929, -2.5490], [-0.5267, -6.5253, -3.2457], [0.9124, -6.4659, -2.9001], [1.4515, -5.4563, -2.3753], [1.6659, -0.7227, 0.2614], [2.2071, -1.7894, -0.1161], [2.3486, 0.2439, 0.9217], [1.6982, 1.3705, 1.5846], [2.6477, 2.3839, 2.4726], [-2.6085, 4.9904, 0.8868], [-2.1171, 6.1857, 2.1123], [-2.1576, 4.6374, 2.4253], [0.1085, 5.4474, 2.3827], [-0.3807, 6.0817, 0.6823], [-0.4517, 3.6604, -0.0111], [1.0692, 4.1091, 0.5034], [0.3511, 3.0750, 2.9484], [-1.2165, 2.5203, 2.1616], [-1.4934, -0.8028, -0.6231], [-1.7102, -2.9089, -1.3396], [1.4044, -3.1811, -0.9993], [-1.8478, -4.9568, -2.4799], [-0.8759, -7.1768, -3.8080], [1.7763, -7.1986, -3.0822], [3.4490, -0.0230, 1.1449]],
  "forces_ev_per_a": [[4.82, 10.51, -15.53], [0.77, 3.16, 1.25], [-1.28, 5.38, 2.51], [-2.12, 1.37, 3.22], [5.21, -2.62, 3.20], [-7.04, 4.03, -0.28], [6.83, -3.03, 0.45], [-9.89, -0.14, -3.17], [3.39, -6.96, -2.06], [15.83, 4.00, 4.34], [-4.12, 2.00, -2.03], [0.64, -0.82, 2.39], [6.97, -3.13, -2.95], [7.55, 8.55, 8.10], [-0.37, -5.23, -3.38], [-3.97, 3.90, 1.19], [5.53, -3.22, 0.84], [0.39, 1.71, 0.26], [3.08, 1.07, 1.94], [1.86, -1.05, -2.04], [-0.13, -0.66, -0.12], [0.23, 0.14, 1.00], [-0.66, 1.20, 0.48], [-3.89, -12.27, 13.77], [-1.00, -0.81, -2.16], [0.24, -2.38, 1.16], [-1.75, -1.26, -2.74], [1.02, -0.94, 0.39], [-0.71, -1.39, -3.17], [1.38, 0.79, -1.17], [-4.58, 3.21, 0.39], [-8.49, -3.20, -0.86], [-1.15, 0.20, -0.24], [-4.87, 2.01, 0.44], [-3.76, -5.90, -4.58], [-1.94, 0.40, -0.26], [-4.01, 1.37, -0.59]],
  "multiplicity": 1,
  "lumo_ev": -1.7,
  "smiles": "CCCCN1C(=O)/C(=C/C=C/c2ccco2)C(=O)NC1=S",
  "e_tot_ha": -1314.17911,
  "homo_energy_ev": -8.15,
  "e_above_lowest_kj_mol": 1307.7
}


{
  "formula": "C15H16O4",
  "method": "ωB97M-V/def2-TZVPD",
  "elements": ["C", "C", "C", "C", "C", "C", "C", "C", "C", "O", "O", "C", "C", "C", "C", "C", "O", "O", "C", "H", "H", "H", "H", "H", "H", "H", "H", "H", "H", "H", "H", "H", "H", "H", "H"],
  "xyz": [[-2.9046, 0.3068, -1.9770], [-2.1934, 1.1472, -1.1424], [-0.7272, 0.9055, -0.6777], [0.0582, 0.2492, -1.8692], [1.5246, -0.1652, -1.5307], [1.3938, -1.2010, -0.3624], [2.3532, -2.1186, 0.3906], [3.3043, -2.9700, -0.2035], [1.9753, -2.0817, 1.7360], [2.2387, -3.0910, 2.4748], [1.0658, -1.0723, 2.1134], [0.8157, -0.2981, 0.8880], [-0.6173, 0.0774, 0.6109], [-1.0910, 0.8011, 1.8438], [-1.9858, 0.1239, 2.6871], [-0.9367, 2.2748, 1.8895], [-1.4182, 2.8137, 2.8674], [-0.5284, 2.9620, 0.7700], [-0.2853, 2.3870, -0.4877], [-2.5255, -0.6296, -2.5481], [-3.8603, 0.5709, -2.3198], [-2.7484, 2.0489, -0.7464], [0.1534, 1.0155, -2.6784], [-0.6230, -0.5801, -2.3890], [2.1519, 0.6155, -1.2795], [2.0662, -0.7232, -2.3437], [0.6988, -1.9191, -0.7332], [3.9032, -3.5421, 0.4932], [3.3756, -2.9655, -1.1985], [1.3439, 0.6884, 0.9736], [-1.2545, -0.8340, 0.6387], [-2.2719, -0.9436, 2.6098], [-2.4373, 0.6833, 3.4263], [-0.8544, 3.0020, -1.2053], [0.8406, 2.4622, -0.7205]],
  "forces_ev_per_a": [[2.86, 0.09, 0.38], [-1.82, -2.37, -0.88], [-1.14, 0.63, -1.15], [-0.35, 0.03, -1.49], [-0.80, -4.07, -0.40], [0.00, 2.16, 2.01], [3.01, -0.09, -5.49], [-3.06, 2.68, 6.17], [-0.71, -4.54, 5.71], [-1.02, 4.52, -1.79], [1.21, -0.96, -2.02], [1.15, -1.00, -1.74], [-0.40, -0.95, 1.75], [-2.81, -2.22, 0.05], [2.78, 0.94, -2.89], [-2.07, -0.27, 1.19], [1.40, 0.95, -1.27], [-0.32, 0.04, 1.91], [2.31, -0.86, -0.87], [-0.37, 1.70, 1.48], [-1.30, 0.48, -0.07], [0.80, -1.11, -0.36], [-0.32, -0.36, 0.55], [1.96, 1.44, 1.50], [1.07, 1.91, 0.65], [-0.88, 0.76, 0.16], [-1.41, -0.26, 0.02], [0.04, -0.31, -0.41], [0.65, -0.14, -3.69], [0.26, -0.99, -0.08], [0.55, 0.35, -0.89], [0.55, 0.84, -0.29], [-0.83, 0.99, 1.69], [0.57, -0.19, 0.16], [-1.55, 0.18, 0.40]],
  "multiplicity": 1,
  "lumo_ev": -0.4,
  "smiles": "C=C[C@]12CC[C@H]3C(=C)C(=O)O[C@@H]3[C@H]1C(=C)C(=O)OC2",
  "e_tot_ha": -881.98824,
  "homo_energy_ev": -9.82,
  "e_above_lowest_kj_mol": 417.1
}


Q: Which gap between HOMO and LUMO values were calculated for the entries above? A: 6.5, 9.4, in eV.